[1]
DFT (ωB97M-V/def2-TZVPD) results for C45H36Co2N2O7P as an isolated structure.

```
93
Properties=species:S:1:pos:R:3:forces:R:3:mulliken_charge:R:1
O 1.999052 1.429522 3.764026 -0.196 0.203 -1.472 -0.454
C 1.742449 1.529504 2.640543 -0.019 -0.942 2.332 -0.139
Co 1.351159 1.810803 0.971191 1.607 4.726 1.922 -0.045
C 0.562231 3.353353 1.282010 0.028 2.617 1.721 -0.300
O 0.196441 4.379578 1.683747 0.360 -1.651 -1.060 -0.439
C 2.991913 2.101476 0.503267 2.931 1.011 -0.501 0.707
O 4.115928 2.340860 0.343122 -1.431 -0.530 0.219 -0.433
C 1.050481 0.386529 0.007329 -2.547 -4.122 0.091 -0.430
C -0.124681 0.796479 0.717166 -0.656 -3.830 0.363 0.285
C -1.204701 0.305841 1.413359 -0.101 0.501 0.154 -0.111
C -1.960680 1.213373 2.255375 -0.233 -0.180 -0.018 1.004
C -2.350091 0.895334 3.582911 0.151 0.471 -0.329 -0.051
C -2.775303 1.903938 4.442914 -0.159 -0.079 -0.256 -0.845
C -2.913502 3.218388 3.978892 -0.008 0.209 0.004 -0.618
C -2.678149 3.511803 2.630228 -0.146 -0.235 0.283 -0.508
C -2.241812 2.511498 1.778320 -0.098 0.022 0.080 -0.579
Co 0.076273 1.532612 -1.014242 -0.002 3.288 -1.877 0.417
C -0.577857 3.169395 -1.086128 -1.670 1.233 -1.403 -0.154
O -0.995455 4.228601 -1.333608 0.737 -1.140 0.687 -0.498
C -0.991417 0.602661 -2.015707 -1.183 -0.933 -0.646 -0.435
O -1.677850 0.059086 -2.778147 0.784 0.524 0.711 -0.480
P 1.582508 2.023726 -2.429157 -0.222 -0.569 -0.518 1.370
C 2.545703 3.569071 -2.416924 0.257 0.094 -0.349 0.361
C 3.370535 3.815683 -3.525517 0.124 0.563 0.277 -0.548
C 4.085495 5.010271 -3.608272 -0.150 -0.176 0.102 -0.719
C 3.964507 5.961401 -2.588401 -0.037 -0.139 0.011 -0.637
C 3.141679 5.714808 -1.487498 -0.012 -0.097 -0.115 -0.874
C 2.423032 4.517472 -1.396502 0.137 0.113 -0.234 0.068
C 2.811542 0.673581 -2.477072 0.271 0.260 -0.224 0.705
C 4.174463 0.929435 -2.310867 -0.137 -0.558 -0.317 -0.939
C 5.057476 -0.141135 -2.159337 -0.083 -0.087 0.066 -0.708
C 4.574848 -1.450800 -2.123142 0.025 0.046 0.075 -0.776
C 3.211802 -1.711606 -2.303394 -0.149 0.453 -0.305 -0.404
C 2.331818 -0.647424 -2.523707 0.403 -0.203 0.145 -0.747
C 0.946977 2.091491 -4.151052 0.479 0.125 -0.247 0.716
C 1.396160 1.207079 -5.137698 -0.290 0.333 -0.264 -0.010
C 0.966750 1.363628 -6.459116 -0.140 0.069 0.173 -0.675
C 0.087098 2.395404 -6.795575 0.056 -0.098 0.101 -0.558
C -0.366309 3.277315 -5.809181 0.137 -0.188 0.202 -0.775
C 0.059752 3.126583 -4.487476 0.041 -0.144 -0.322 -0.328
H 1.481241 -0.584002 -0.102910 0.321 -0.010 -0.059 0.296
H -1.411737 -0.751753 1.345261 0.221 0.561 0.018 0.765
H -2.231144 -0.129992 3.928734 0.050 0.431 0.101 0.126
H -2.995747 1.659197 5.483733 0.028 0.121 -0.230 0.387
H -3.207567 4.018019 4.658880 0.011 -0.221 -0.093 0.336
H -2.828569 4.518538 2.236364 -0.001 -0.205 0.197 0.396
H -2.110207 2.709920 0.710435 0.048 -0.078 0.526 0.476
H 3.437541 3.071167 -4.322990 0.007 0.266 0.228 0.497
H 4.729565 5.186086 -4.470273 -0.142 0.070 0.226 0.398
H 4.515223 6.900696 -2.657969 -0.134 -0.239 0.044 0.362
H 3.053760 6.456477 -0.691784 0.016 -0.190 -0.238 0.438
H 1.772543 4.325103 -0.535066 0.388 0.101 -0.539 0.048
H 4.543638 1.954062 -2.333460 -0.058 -0.345 0.176 0.390
H 6.121949 0.068415 -2.050509 -0.231 -0.169 0.037 0.388
H 5.258105 -2.280678 -1.940975 -0.113 0.209 -0.081 0.358
H 2.821275 -2.731992 -2.277792 0.218 0.289 -0.042 0.394
H 1.265853 -0.841442 -2.697098 0.450 0.139 0.220 0.483
H 2.100268 0.415636 -4.883198 -0.181 0.205 -0.098 0.251
H 1.332007 0.672808 -7.219076 -0.134 0.184 0.106 0.402
H -0.251786 2.507906 -7.826239 0.105 -0.007 0.253 0.357
H -1.050534 4.087299 -6.065607 0.173 -0.221 0.043 0.390
H -0.277420 3.830472 -3.722368 0.099 -0.245 -0.240 0.306
O -3.198879 -4.084897 0.547671 -0.488 -0.478 1.740 -0.683
C -3.419503 -4.364605 1.723692 0.761 0.867 -0.831 0.415
C -4.188238 -5.487088 2.301286 -0.550 -0.628 -0.081 0.086
C -4.076033 -5.438359 3.681861 -0.588 -0.632 0.297 0.091
C -4.745240 -6.337901 4.493752 -0.009 -0.061 -0.193 -0.496
C -5.546834 -7.307967 3.873371 0.119 0.122 -0.326 -0.445
C -5.650723 -7.363877 2.469454 0.133 0.157 0.345 -0.449
C -4.964652 -6.442672 1.665807 0.070 0.010 0.230 -0.390
C -3.236787 -4.277416 4.060101 0.671 0.817 0.231 0.413
O -2.852942 -3.897597 5.155510 -0.587 -0.569 -1.281 -0.661
N -2.943423 -3.658255 2.833943 0.012 0.007 0.224 0.510
C -2.102774 -2.472891 2.730045 -0.365 -0.333 0.145 -1.228
C -0.703514 -2.852087 2.290892 0.839 -0.181 0.104 0.155
C 0.495802 -2.075744 2.870926 -0.230 0.487 -0.359 -0.233
C 1.605476 -2.396827 1.846408 0.182 -0.277 0.068 -0.599
C 0.856641 -2.840662 0.570079 -0.503 -0.734 -0.005 -0.733
N -0.546078 -2.603055 0.884587 0.047 -0.402 -0.878 -0.094
H -4.631798 -6.255572 5.572119 -0.143 -0.140 -0.166 0.471
H -6.102047 -8.023709 4.481833 0.179 0.193 -0.189 0.372
H -6.278109 -8.127798 2.007814 0.177 0.224 0.139 0.375
H -5.021052 -6.439123 0.580526 -0.092 -0.116 0.175 0.475
H -2.589452 -1.828173 1.992036 0.170 -0.026 0.332 0.486
H -2.091987 -1.997606 3.708933 -0.138 -0.135 -0.085 0.300
H -0.507219 -3.918852 2.563126 -0.329 0.125 -0.084 0.433
H 0.259381 -1.002237 2.817681 0.067 -0.297 0.217 -0.253
H 0.741815 -2.372788 3.895983 -0.032 0.065 -0.181 0.490
H 2.303086 -1.570867 1.665875 -0.247 -0.101 0.141 0.213
H 2.177685 -3.261079 2.201125 0.148 0.216 -0.001 0.527
H 1.140796 -2.356068 -0.368282 0.021 -0.021 0.264 0.095
H 1.017974 -3.926749 0.446722 0.196 0.062 -0.155 0.469
H -1.229893 -3.086034 0.292350 0.503 0.174 0.342 0.233
```
Positions in Å, forces in eV/Å.

Computed properties:
HOMO-LUMO gap	3.533	eV
HOMO energy	-2.38	eV
total charge	-1
multiplicity	1
relative energy (zero: lowest compared OMol25 entry of this formula, charge and spin)	0.0	kcal per mole

=====

[2]
DFT (ωB97M-V/def2-TZVPD) results for C3H4CdO3 as an isolated structure.

```
11
Properties=species:S:1:pos:R:3:forces:R:3:nbo_charge:R:1
O -1.070815 1.680141 -0.447509 -3.493 1.082 1.048 -1.001
C -1.474609 0.497794 0.149821 0.021 -0.411 0.729 -0.108
C -0.408063 -0.586618 0.045913 2.926 -0.223 0.115 0.090
O 0.200470 -0.619044 -1.177724 -0.100 -1.650 -0.419 -0.778
Cd 0.711493 1.446259 -1.076059 3.121 1.827 -1.429 1.536
H -2.393648 0.082255 -0.315629 0.279 0.070 0.012 0.163
H -1.701483 0.603898 1.232201 0.026 0.277 -0.315 0.158
H -0.666605 -1.571196 0.469299 0.324 0.398 0.001 0.192
C 1.305528 -0.061452 0.275280 -1.489 -1.242 -0.105 -0.057
O 2.309491 -0.939027 0.400090 -1.084 -0.395 0.800 -0.697
H 3.188236 -0.533007 0.444316 -0.532 0.267 -0.438 0.502
```
Positions in Å, forces in eV/Å.

Computed properties:
HOMO-LUMO gap	6.953	eV
HOMO energy	-8.16	eV
multiplicity	1
relative energy (zero: lowest compared OMol25 entry of this formula, charge and spin)	111.0	kcal per mole

=====

Max |F| (computed, eV Å⁻¹): 5.3 3.9
Molecular weight (computed, g/mol): 865.6 200.5
Calculated total energy (computed, Ha): -5479.4495 -509.9445